Version P
One molecule with the formula C5H12N4. Source: the OMol25 dataset; level of theory: the ωB97M-V functional and the def2-TZVPD basis.

```
! RIJCOSX wB97M-V def2-TZVPD def2/J DEFGRID3
* xyz 0 1
C -0.81968 -0.96368 -1.22660
C 1.64381 2.15224 1.69946
C 0.30512 -1.99434 -0.99938
N 0.56527 1.24878 1.38082
C -0.88250 -0.08531 -0.00792
C 0.20462 0.93781 0.09586
N -2.11216 -1.55796 -1.50179
N -1.79269 -0.26530 0.84710
N 0.63972 1.45137 -0.97799
H 0.30895 0.58943 2.10014
H -0.53280 -0.32291 -2.07012
H -2.00361 -2.42672 -2.01244
H -2.58397 -1.74848 -0.62418
H -1.78411 0.37115 1.64184
H 1.35844 2.16002 -0.86241
H 1.51798 3.08154 1.14119
H 2.62658 1.72844 1.45931
H 1.61070 2.38243 2.76215
H 0.40409 -2.62853 -1.87765
H 0.07291 -2.61927 -0.13782
H 1.25331 -1.49070 -0.82958
*
```

Properties
SMILES: [H]/N=C(NC)/C(=N\[H])[C@@H](C)N
Kohn-Sham gap: 9.6 eV
Lowest unoccupied orbital energy: 0.70 eV

---

Version Q
C5H12N4 as an isolated structure. Source: the OMol25 dataset; level of theory: the ωB97M-V functional and the def2-TZVPD basis.

```
! RIJCOSX wB97M-V def2-TZVPD def2/J DEFGRID3
* xyz 0 1
C 0.25649 1.73445 1.07495
C -1.47054 0.10944 1.67744
N -0.44850 0.51110 0.73162
C -0.44809 0.06947 -0.80231
N -1.40771 -0.93442 -1.07904
N -0.45281 1.03173 -1.68759
H -1.64909 -1.58791 -0.35167
H -2.24094 -0.55907 -1.51016
H 0.15520 1.80304 -1.43695
H 1.16646 1.82377 0.48078
H 0.59130 1.67145 2.11081
H -0.37147 2.60837 0.87939
H -1.84811 -0.88429 1.44668
H -1.00363 0.03146 2.66078
H -2.29300 0.83144 1.73460
C 2.09198 -1.50011 -1.40487
C 1.19746 -0.94875 -0.36907
N 1.23204 -0.90744 0.84026
H 2.99096 -1.94595 -0.98022
H 1.55261 -2.27360 -1.95320
H 2.39939 -0.68420 -2.06222
*
```

Properties
Kohn-Sham gap (spin up / spin down): 7.3 / 7.3 eV
Lowest unoccupied orbital energy (spin up / spin down): -0.49 / -0.49 eV

---

Most stable of them? version P.

---

Version P
A 2-piece molecular cluster, C5H7F overall. Source: the OMol25 dataset; level of theory: the ωB97M-V functional and the def2-TZVPD basis.

```
! RIJCOSX wB97M-V def2-TZVPD def2/J DEFGRID3
* xyz 0 1
C 2.16390 -0.36277 0.01433
C 0.73646 -0.14179 -0.25129
C -0.32888 -0.80860 0.17409
C -1.72587 -0.17777 0.01629
C -2.03108 1.04344 0.07443
H 2.05504 0.29882 1.14617
H 3.08976 0.61727 -0.70695
H 2.70552 -1.56101 -0.09774
H 0.52390 0.88345 -0.82834
H -0.33693 -1.83846 0.46468
H -1.07576 1.80507 0.05445
H -3.06929 1.41015 0.11067
F -2.70678 -1.16781 -0.17083
*
```

Properties
Kohn-Sham gap: 9.7 eV
Lowest unoccupied orbital energy: 0.70 eV

---

Version Q
A 3-piece molecular cluster, C5H7F overall. Source: the OMol25 dataset; level of theory: the ωB97M-V functional and the def2-TZVPD basis.

```
! RIJCOSX wB97M-V def2-TZVPD def2/J DEFGRID3
* xyz 0 1
C 1.33118 -0.09551 0.00086
C 1.80198 1.15832 -0.37250
C 0.16250 -0.32930 0.89449
C -1.00667 -0.38493 -0.19889
C -2.28038 -0.04407 -0.43154
H 2.88750 0.83485 -0.66006
H 1.31198 2.02840 -0.13375
H 0.21036 -1.40839 1.39337
H 0.23481 0.55513 1.83389
H -0.70463 -1.02518 -1.46543
H -2.79739 -0.47119 -1.32750
H -3.18556 0.43505 0.79128
F 2.03432 -1.25318 -0.32421
*
```

Properties
Kohn-Sham gap: 10.2 eV
Lowest unoccupied orbital energy: 0.89 eV

---

Version R
One molecule with the formula C5H7F. Source: the OMol25 dataset; level of theory: the ωB97M-V functional and the def2-TZVPD basis.

```
! RIJCOSX wB97M-V def2-TZVPD def2/J DEFGRID3
* xyz 0 1
C -0.12619 -0.82798 -0.04170
C -0.65818 0.20669 0.99875
C -1.88964 0.41439 0.81265
C 0.72443 -0.17313 -0.80571
C 2.14832 0.23759 -0.75880
H -1.20203 -1.13587 -0.40308
H -0.24660 0.46803 2.07495
H -2.28879 1.45510 1.06137
H -2.30862 0.29493 -0.26096
H 0.05377 0.38023 -1.71389
H 2.94526 -0.28450 -0.00841
H 2.44768 0.96619 -1.56561
F 0.40059 -2.00166 0.61045
*
```

Properties
SMILES: C=CC(F)C=C
Kohn-Sham gap: 9.8 eV
Lowest unoccupied orbital energy: 0.44 eV

---

Most stable of them? version P.

---

Version P
One molecule with the formula C3H4OS. Source: the OMol25 dataset; level of theory: the ωB97M-V functional and the def2-TZVPD basis.

```
! RIJCOSX wB97M-V def2-TZVPD def2/J DEFGRID3
* xyz 0 1
C -1.90177 0.18057 -0.02979
C -0.60747 0.15049 0.02535
C 1.94783 -0.34793 -0.00666
H -2.51256 -0.70663 -0.03365
H -2.30796 1.17791 0.01144
H 0.00952 1.04258 0.09090
H 2.82408 -1.06331 -0.05901
O 2.11247 0.83539 -0.00651
S 0.43584 -1.26908 0.00792
*
```

Properties
SMILES: C=CSC=O
Kohn-Sham gap: 10.2 eV
Lowest unoccupied orbital energy: 0.84 eV

---

Version Q
One molecule with the formula C3H4OS. Source: the OMol25 dataset; level of theory: the ωB97M-V functional and the def2-TZVPD basis.

```
! RIJCOSX wB97M-V def2-TZVPD def2/J DEFGRID3
* xyz 0 1
C -0.32653 0.85939 1.03719
C -0.55166 -0.18165 0.11585
C 0.60908 -0.59689 -0.67723
O 0.71107 1.46583 1.05880
S -2.07260 -0.41982 -0.39380
H -1.27275 1.02582 1.48661
H 1.34598 0.24274 -0.67924
H 0.43208 -0.93321 -1.76729
H 1.12533 -1.46220 -0.18088
*
```

Properties
SMILES: CC(=S)C=O
Kohn-Sham gap: 7.9 eV
Lowest unoccupied orbital energy: -1.58 eV

---

Most stable of them? version P.

---

Version P
One molecule with the formula C3H4OS. Source: the OMol25 dataset; level of theory: the ωB97M-V functional and the def2-TZVPD basis.

```
! RIJCOSX wB97M-V def2-TZVPD def2/J DEFGRID3
* xyz 0 1
C 0.67628 0.34847 0.02276
C -0.76095 0.02702 -0.34610
C 1.72945 -0.29447 0.70775
O -3.22857 -0.35166 -0.84313
S -2.27765 0.73769 -0.74616
H 0.91504 1.35200 -0.41928
H -0.90300 -0.99903 -0.40809
H 1.39759 -1.28463 1.15636
H 2.45180 0.46461 0.87589
*
```

Properties
Kohn-Sham gap: 7.9 eV
Lowest unoccupied orbital energy: -0.98 eV

---

Version Q
One molecule with the formula C3H4OS. Source: the OMol25 dataset; level of theory: the ωB97M-V functional and the def2-TZVPD basis.

```
! RIJCOSX wB97M-V def2-TZVPD def2/J DEFGRID3
* xyz 0 1
C 0.02168 0.33047 -1.16821
C -0.30605 0.59262 0.25980
C 0.20402 -0.63108 1.01326
H 1.02745 0.41831 -1.52741
H -1.20322 1.25243 0.66606
H 0.57468 -1.53394 0.20556
H 0.02797 -0.84068 1.97023
O 0.91598 0.69494 0.94841
S -1.26252 -0.28307 -2.36768
*
```

Properties
SMILES: S=C[C@H]1CO1
Kohn-Sham gap: 7.8 eV
Lowest unoccupied orbital energy: -1.23 eV

---

Most stable of them? version P.

---

Version P
C3H4OS as an isolated structure. Source: the OMol25 dataset; level of theory: the ωB97M-V functional and the def2-TZVPD basis.

```
! RIJCOSX wB97M-V def2-TZVPD def2/J DEFGRID3
* xyz 0 1
C 1.57941 0.07217 0.68804
C 0.12787 -0.13159 0.19632
C -0.34168 1.08542 -0.74174
H 2.11357 0.72809 -0.39752
H 1.38383 1.10813 1.25846
H 2.17572 -0.67806 1.19082
H -1.59734 1.35412 -0.84477
O 0.59260 1.36953 -1.67377
S -1.06314 -1.22653 0.70797
*
```

Properties
Kohn-Sham gap: 7.8 eV
Lowest unoccupied orbital energy: -1.44 eV

---

Version Q
One molecule with the formula C3H4OS. Source: the OMol25 dataset; level of theory: the ωB97M-V functional and the def2-TZVPD basis.

```
! RIJCOSX wB97M-V def2-TZVPD def2/J DEFGRID3
* xyz 0 1
C -1.96457 0.12412 -0.08269
C -0.62426 0.15982 0.04321
C 2.05800 -0.31040 -0.03440
H -2.48719 -0.77098 -0.11892
H -2.46709 1.02695 0.09241
H -0.10483 1.07776 0.16860
H 2.92381 -0.98855 -0.03250
O 2.11105 0.87867 -0.03705
S 0.55509 -1.19740 0.00136
*
```

Properties
SMILES: C=CSC=O
Kohn-Sham gap: 10.0 eV
Lowest unoccupied orbital energy: 0.75 eV

---

Version R
A 2-piece molecular cluster, C3H4OS overall. Source: the OMol25 dataset; level of theory: the ωB97M-V functional and the def2-TZVPD basis.

```
! RIJCOSX wB97M-V def2-TZVPD def2/J DEFGRID3
* xyz 0 1
C -2.29798 -0.61676 0.56210
C -2.62582 -0.87297 -0.55677
C 2.20622 1.14519 0.04194
O 0.94928 -1.05941 -0.09951
S 2.28306 -0.47689 -0.09759
H -2.01949 -0.37386 1.54465
H -2.88779 -1.11608 -1.54493
H 3.12216 1.70062 0.04637
H 1.27035 1.67017 0.10375
*
```

Properties
Kohn-Sham gap: 9.6 eV
Lowest unoccupied orbital energy: -0.18 eV

---

Version S
One molecule with the formula C3H4OS. Source: the OMol25 dataset; level of theory: the ωB97M-V functional and the def2-TZVPD basis.

```
! RIJCOSX wB97M-V def2-TZVPD def2/J DEFGRID3
* xyz 0 1
C 0.25733 0.06263 0.67086
C -0.90783 0.10616 -0.11559
C 1.54047 -0.28310 0.52203
O -2.36051 0.34470 -2.23553
S -1.01060 -0.03427 -1.75960
H 0.15997 0.31011 1.67898
H -1.84449 0.45321 0.19177
H 1.89366 -0.74721 -0.35130
H 2.27199 -0.21222 1.39838
*
```

Properties
Kohn-Sham gap: 7.9 eV
Lowest unoccupied orbital energy: -1.00 eV

---

Most stable of them? version Q.

---

Version P
C7H7N as an isolated structure. Source: the OMol25 dataset; level of theory: the ωB97M-V functional and the def2-TZVPD basis.

```
! RIJCOSX wB97M-V def2-TZVPD def2/J DEFGRID3
* xyz 0 1
C 2.08526 -1.20258 -0.99552
C 0.88817 -0.87786 -0.25992
C -0.26600 -1.33146 0.02735
C -1.24065 -0.22684 0.43231
C -0.78790 0.83354 -0.71108
C 0.53333 0.64975 -0.09144
C -0.21889 0.45181 1.21464
H -0.53491 -2.54276 0.07965
H -2.28296 -0.62877 0.75580
H -1.16715 2.02457 -0.66973
H -1.01470 0.56916 -1.79249
H 1.23402 1.65882 0.36997
H 0.19175 -0.09983 1.85729
H -0.49775 1.44960 1.64692
N 3.07839 -0.72715 -1.86376
*
```

Properties
Kohn-Sham gap: 9.4 eV
Lowest unoccupied orbital energy: -0.05 eV

---

Version Q
One molecule with the formula C7H7N. Source: the OMol25 dataset; level of theory: the ωB97M-V functional and the def2-TZVPD basis.

```
! RIJCOSX wB97M-V def2-TZVPD def2/J DEFGRID3
* xyz 0 1
C -1.46693 0.06334 -1.01295
C -1.26345 1.17647 -0.33493
C 0.73961 -1.24112 -0.42324
C -0.74473 -0.88857 -0.18602
C -0.33075 0.57291 0.72944
C 1.23375 -0.13027 -0.00751
C -0.96900 -0.65529 1.34352
N 2.47702 0.52123 0.00170
H -2.14013 -0.12256 -1.77781
H -1.53514 2.27445 -0.56304
H 1.12897 -1.97378 -1.15164
H -2.00353 -0.58581 1.70577
H -0.41620 -1.12487 2.05744
H 2.40427 1.43859 0.54218
H 2.88624 0.67528 -0.92291
*
```

Properties
SMILES: NC1=C[C@]23C=C[C@]12C3
Kohn-Sham gap: 8.9 eV
Lowest unoccupied orbital energy: 1.08 eV

---

Version R
One molecule with the formula C7H7N. Source: the OMol25 dataset; level of theory: the ωB97M-V functional and the def2-TZVPD basis.

```
! RIJCOSX wB97M-V def2-TZVPD def2/J DEFGRID3
* xyz 0 1
C -2.06654 -0.28613 0.13335
C -0.95335 -0.40810 -0.60988
C 0.56262 -0.73566 -0.07035
C 1.08883 -2.08029 -0.24020
C 1.32465 0.39551 0.35378
C 0.93854 1.76812 0.19892
C -0.31969 2.26977 0.14605
H -2.88935 0.15898 -0.37497
H -2.07758 -0.58566 1.18295
H -0.82091 -0.60336 -1.65699
H 0.53718 -2.95895 -0.66775
H 2.02786 -2.37151 0.25944
H 2.34651 0.22659 0.65370
H 1.64984 2.45422 0.57637
N -1.34859 2.75647 0.11560
*
```

Properties
SMILES: C=CC(=C)/C=C\C#N
Kohn-Sham gap: 7.9 eV
Lowest unoccupied orbital energy: -0.85 eV

---

Most stable of them? version R.